117
Properties=species:S:1:pos:R:3:forces:R:3 method="wB97M-V/def2-TZVPD" lumo_energy_ha=0.05554 spin_multiplicity=1 charge=-1 homo_lumo_gap_ev=7.715 largest_force_ha_per_bohr=0.1047
P -0.189625 -0.267861 0.346865 -0.929 -1.384 0.517
F -0.485805 0.898659 -0.722865 -0.465 -0.676 -0.253
F 1.353265 0.271819 0.406365 -0.909 0.217 1.394
F -0.875275 0.742719 1.507455 1.589 -1.243 -0.863
F 0.044245 -1.487171 1.388415 1.249 0.963 2.545
F -1.656725 -0.990511 0.228335 -1.190 1.333 -0.899
F 0.313905 -1.365531 -0.681885 0.462 0.327 -2.585
O -2.052505 -7.079931 0.463575 -0.631 2.233 -1.197
S -2.150415 -5.765481 -0.188355 0.231 -0.744 0.806
O -0.912575 -5.239031 -0.767215 -2.072 -0.458 0.293
O -3.436145 -5.729341 -1.215695 1.543 -0.349 -0.016
C -3.185555 -5.449881 -2.611445 -0.355 0.380 -0.123
C -2.512125 -6.619061 -3.283365 -0.629 0.394 0.373
C -2.948905 -4.528001 0.838385 0.776 -0.148 0.606
H -2.677305 -4.496021 -2.752635 0.403 -0.012 0.373
H -4.186005 -5.278371 -3.008675 -0.064 -0.181 0.000
H -1.573695 -6.839451 -2.774565 0.010 -0.148 -0.294
H -2.372155 -6.377581 -4.337025 0.147 -0.259 -0.007
H -3.246245 -7.413371 -3.148375 0.454 -0.487 -0.314
H -2.930335 -3.617511 0.239425 -0.091 -0.051 0.166
H -2.378615 -4.395001 1.757715 0.255 0.057 -0.156
H -3.955915 -4.823211 1.133155 0.090 -0.164 -0.482
O -1.873915 7.197509 -1.692935 0.862 -3.981 -0.645
S -1.653025 5.796699 -2.168045 -1.427 0.611 -0.849
O -0.329045 5.171769 -2.347735 -2.711 1.499 0.630
O -2.656935 4.757979 -1.271345 0.606 5.338 -0.343
C -2.512625 3.448699 -1.475695 -0.328 -4.611 -0.708
C -3.853665 2.682949 -1.641555 -0.548 0.984 0.403
C -2.703555 5.681169 -3.778485 1.902 -0.127 0.535
H -1.952335 3.046619 -0.631585 0.242 -0.451 -0.383
H -2.123575 3.160109 -2.452145 1.378 0.492 0.193
H -4.191025 2.677399 -2.678015 0.253 -0.088 -0.223
H -4.654165 3.225189 -1.138275 -0.054 -0.288 0.520
H -3.773185 1.651509 -1.298385 0.051 0.224 0.144
H -2.530185 6.650589 -4.245675 -0.490 0.024 0.168
H -3.737165 5.377069 -3.613295 0.197 0.515 0.433
H -2.237305 4.948299 -4.436985 0.150 -0.136 0.226
O 2.677805 3.904649 -3.591525 1.940 -2.134 0.690
S 3.115565 2.524319 -3.292085 -2.538 0.725 0.450
O 3.279455 1.564749 -4.347345 0.958 0.590 0.022
O 4.455895 2.400469 -2.285215 -2.528 -1.262 -2.753
C 4.943095 3.538069 -1.651215 -0.153 1.429 1.249
C 6.136935 3.054049 -0.852775 0.157 -0.234 -0.492
C 1.794435 1.778579 -2.292885 0.874 0.365 1.166
H 4.184565 3.922649 -0.969435 -0.110 0.175 0.080
H 5.134345 4.315319 -2.391075 0.313 0.047 0.124
H 5.945575 2.002459 -0.639165 0.098 -0.047 0.099
H 6.272225 3.563689 0.101195 0.079 0.292 -0.284
H 7.007315 3.079989 -1.508415 0.275 0.076 0.365
H 2.068085 0.727439 -2.201695 -0.202 0.095 0.105
H 0.748165 1.919869 -2.563905 0.444 0.087 -1.136
H 1.776485 2.251899 -1.311175 0.501 -0.127 0.171
O -0.221325 -2.160471 6.248645 -1.536 2.226 -1.772
S -0.874005 -0.980931 5.627695 0.704 0.453 1.835
O -1.738875 -0.129161 6.453195 1.219 -1.433 -1.489
O 0.318205 0.057729 5.123525 -2.688 -0.053 1.325
C 1.504855 -0.460871 4.632245 1.455 -1.459 0.125
C 2.538395 0.612019 4.609975 0.177 1.496 0.238
C -1.697575 -1.287581 4.033715 0.007 0.032 0.872
H 1.257125 -0.957071 3.693885 0.648 -0.014 -0.284
H 1.956695 -1.135351 5.359585 -0.581 -0.869 -0.155
H 2.761465 0.944569 5.623755 -0.374 -0.096 0.307
H 2.155225 1.512769 4.130485 0.342 0.016 -0.458
H 3.532265 0.312499 4.277395 -0.316 -0.188 -0.681
H -2.670475 -1.766951 4.142195 0.301 -0.460 0.548
H -1.013185 -1.878081 3.424595 -0.165 0.374 -0.225
H -1.973425 -0.299251 3.666025 0.717 0.008 -0.292
C 3.739075 2.239109 1.536635 -0.859 0.585 -0.191
S 3.905835 3.758019 2.593665 1.154 0.303 -0.629
O 4.891415 4.738089 1.929395 -1.586 -1.417 0.491
C 2.207675 4.367319 2.321295 0.756 -0.317 -0.438
H 4.674275 1.857499 1.126905 0.013 0.251 0.435
H 3.055055 2.486239 0.724755 0.300 0.162 -0.325
H 3.174975 1.468889 2.062605 0.371 0.003 0.385
H 2.225595 5.407929 2.645205 -0.242 -0.174 0.030
H 1.491465 3.758309 2.872885 0.253 0.236 0.182
H 2.010735 4.261189 1.254505 -0.093 0.342 -0.041
C 3.015195 -2.801511 -4.975765 -0.221 1.394 0.366
S 2.622705 -4.049401 -3.707785 1.745 -1.547 0.882
O 3.638465 -3.961961 -2.562645 -1.445 0.420 -1.712
C 1.027915 -3.678051 -2.980335 -0.648 2.098 -0.104
H 3.188075 -3.243301 -5.957105 -0.203 -0.217 0.241
H 3.894975 -2.224591 -4.690725 0.394 -0.594 0.349
H 2.307975 -1.974151 -5.034245 -0.613 -0.326 -0.156
H 0.753945 -2.624491 -3.035705 0.540 0.480 0.012
H 1.124555 -3.835931 -1.906165 -0.109 -0.653 -0.242
H 0.151735 -4.094911 -3.476965 0.420 -0.978 0.151
C -0.911025 2.924619 3.138885 -1.251 -0.687 1.064
S -0.671115 3.322569 4.904995 0.269 1.314 -0.845
O 0.019375 4.660879 4.846325 0.260 -0.395 0.417
C -2.358535 3.780919 5.309245 -0.619 0.094 0.310
H -0.237825 2.123389 2.834055 0.139 0.661 -0.111
H -0.993165 3.830799 2.538725 0.636 0.041 0.144
H -1.913935 2.498229 3.117185 -0.059 -0.366 -0.195
H -2.329135 4.376209 6.221855 0.350 -0.061 0.038
H -3.000315 2.926739 5.525085 0.109 -0.185 -0.252
H -2.789335 4.423629 4.541505 0.114 -0.135 -0.198
C -3.901285 -1.314821 -1.984635 -0.721 0.006 -1.229
S -5.283535 -2.327581 -2.700945 0.135 -0.063 2.469
O -6.012975 -2.815841 -1.434975 0.338 0.832 -2.170
C -6.174245 -0.915291 -3.482625 -0.634 0.078 0.822
H -3.178745 -1.325481 -2.800675 0.437 0.256 0.314
H -3.502045 -1.697101 -1.045185 -0.187 -0.322 -0.347
H -4.285355 -0.305771 -1.834935 0.093 -0.102 0.057
H -7.071895 -1.287971 -3.976015 0.162 -0.201 -0.057
H -5.622145 -0.268881 -4.164855 0.467 -0.512 -0.043
H -6.507065 -0.278461 -2.662995 -0.032 -0.028 0.169
C 2.493585 -4.893451 1.318745 0.017 -0.333 0.340
S 4.140525 -4.086551 1.436405 -0.988 0.154 -3.300
O 4.682655 -4.187371 -0.010275 -0.447 0.361 2.981
C 3.387835 -2.398551 1.652365 0.920 0.450 -0.912
H 2.535165 -5.981941 1.279135 0.545 -0.016 0.368
H 1.958335 -4.650621 0.400785 0.298 0.714 0.038
H 1.943115 -4.576311 2.204465 -0.211 -0.074 -0.055
H 4.090385 -1.703231 1.192965 0.833 -0.107 0.496
H 3.248465 -2.141511 2.702415 -0.155 -0.182 -0.085
H 2.563535 -2.122041 0.994965 -0.720 -0.956 0.352